No. 1
Here is C18H37AsNO6PPdS5 as an isolated structure in a non-equilibrium geometry from the OMol25 dataset. Energies are from ωB97M-V/def2-TZVPD.

```
! RIJCOSX wB97M-V def2-TZVPD def2/J DEFGRID3
* xyz 2 1
Pd 0.30 0.15 -1.45
S -3.91 5.37 -4.30
C -3.02 4.20 -3.70
S -1.32 3.98 -4.08
C -1.01 2.60 -3.13
C -2.21 2.06 -2.38
S -2.21 0.73 -1.48
S -3.64 2.99 -2.58
S 0.48 1.96 -3.11
C -2.44 -2.72 -1.97
As -0.75 -2.85 -2.84
C -1.05 -3.42 -4.63
C 0.32 -4.16 -1.96
O 0.05 -1.37 -2.93
H -2.82 -3.72 -1.75
H -3.13 -2.20 -2.62
H -2.31 -2.16 -1.04
H -1.58 -4.37 -4.65
H -0.08 -3.52 -5.12
H -1.63 -2.65 -5.14
H -0.31 -5.00 -1.66
H 0.77 -3.70 -1.09
H 1.08 -4.51 -2.65
O 2.80 -0.31 -2.14
H 2.99 0.02 -3.03
H 2.91 -1.26 -2.21
O 0.22 -1.49 0.02
C -0.31 -1.56 1.16
C -0.03 -2.73 2.06
C -1.27 -3.63 2.34
C -2.62 -2.97 2.04
C -2.94 -1.75 2.91
C -1.81 -0.72 2.92
N -1.12 -0.61 1.63
H 0.36 -2.33 3.00
H 0.77 -3.31 1.60
H -1.24 -3.94 3.38
H -1.19 -4.53 1.74
H -3.41 -3.71 2.17
H -2.65 -2.68 0.99
H -3.12 -2.06 3.94
H -3.87 -1.30 2.55
H -1.08 -0.97 3.68
H -2.19 0.27 3.16
H -1.29 0.19 1.04
C 4.31 3.64 0.71
C 3.73 2.55 -0.15
O 2.27 2.70 -0.17
P 1.16 1.63 0.15
O 1.30 1.14 1.64
C 2.32 0.24 2.18
C 2.28 0.36 3.68
O -0.13 2.56 0.28
C -0.18 3.74 1.14
C 0.08 4.99 0.34
H 5.38 3.49 0.81
H 3.85 3.63 1.70
H 4.14 4.62 0.26
H 4.00 1.56 0.21
H 4.05 2.63 -1.19
H 3.30 0.51 1.80
H 2.09 -0.77 1.85
H 2.51 1.38 4.00
H 3.01 -0.31 4.12
H 1.29 0.10 4.06
H 0.52 3.62 1.96
H -1.19 3.74 1.54
H 1.12 5.05 0.02
H -0.14 5.86 0.95
H -0.55 5.02 -0.55
*
```

Computed properties:
relative energy (zero: lowest compared OMol25 entry of this formula, charge and spin)	86.2	kJ/mol
gap between HOMO and LUMO (alpha / beta)	5.60 / 5.61	eV
LUMO level (alpha / beta)	-0.28599 / -0.28513	Ha
electronic energy	-160813.0180	eV


No. 2
Here is C18H37Br2O16 as an isolated structure in a non-equilibrium geometry from the OMol25 dataset. Energies are from ωB97M-V/def2-TZVPD.

```
! RIJCOSX wB97M-V def2-TZVPD def2/J DEFGRID3
* xyz -1 1
C 0.49 -0.92 0.12
O -0.40 -0.24 -0.70
H 0.19 -1.01 1.17
H 0.69 -1.86 -0.41
H 1.45 -0.41 0.16
Br 0.18 -2.83 3.32
C -0.16 -4.16 1.77
C 0.92 -3.83 0.67
Br 0.56 -4.76 -1.01
H -1.19 -4.14 1.41
H -0.01 -5.17 2.17
H 1.90 -4.22 0.93
H 1.03 -2.76 0.50
C 0.52 1.21 1.86
O 1.14 2.35 1.32
C 1.34 2.51 -0.05
O 0.78 1.87 -0.92
O 2.23 3.51 -0.29
C 2.38 4.19 -1.50
H -0.50 1.17 1.51
H 0.64 1.25 2.95
H 0.95 0.35 1.35
H 3.17 4.93 -1.53
H 1.53 4.74 -1.90
H 2.53 3.40 -2.24
C -0.81 -0.58 6.49
O -1.32 0.31 5.47
C -1.03 0.23 4.07
O -1.62 0.83 3.19
O 0.08 -0.51 3.79
C 0.42 -0.72 2.41
H -0.58 -1.58 6.13
H -1.62 -0.79 7.19
H 0.02 -0.09 6.99
H 0.46 0.28 1.98
H -0.29 -1.38 1.90
H 1.42 -1.10 2.24
C 2.76 0.08 -4.88
O 3.55 0.40 -3.72
C 2.96 0.28 -2.49
O 1.71 0.15 -2.31
O 3.91 0.42 -1.62
C 3.56 0.53 -0.22
H 3.39 -0.03 -5.76
H 2.08 0.90 -5.12
H 2.14 -0.82 -4.78
H 2.53 0.87 -0.08
H 4.28 1.16 0.30
H 3.53 -0.50 0.14
C -2.62 3.73 -1.36
O -2.62 2.97 -0.19
C -2.03 1.78 -0.11
O -1.45 1.18 -0.99
O -2.29 1.24 0.96
C -1.81 0.00 1.38
H -2.92 4.74 -1.09
H -3.46 3.40 -1.96
H -1.71 3.49 -1.92
H -0.72 -0.04 1.45
H -2.10 -0.80 0.70
H -2.31 -0.09 2.34
C -3.50 -0.19 -4.32
O -3.36 -0.71 -3.02
C -2.20 -1.06 -2.64
O -1.14 -0.53 -2.88
O -2.41 -2.04 -1.65
C -1.38 -2.51 -0.81
H -4.54 0.09 -4.52
H -3.17 -0.95 -5.03
H -2.89 0.68 -4.55
H -0.42 -2.32 -1.30
H -1.48 -3.58 -0.63
H -1.35 -2.01 0.16
*
```

Computed properties:
gap between HOMO and LUMO	4.03	eV
LUMO level	0.09036	Ha
electronic energy	-192079.8354	eV